Record 1
Density functional theory data (the ωB97M-V functional and the def2-TZVPD basis) for an isolated molecule of C5H11NO.

The HOMO-LUMO gap comes out at 0.361 Eh. As for the charge: 0. As for the structure (SMILES): CCN(C)C(C)=O. As for the energy above the lowest of the compared OMol25 structures with the same formula, charge and spin: 503.1 kJ/mol. The calculation puts the molar mass at 101.1 g mol⁻¹.

Last column: Mulliken charge in e.
Atoms and positions in Å:
C  2.1577  -0.8821  0.1377  -1.830
N  -0.0773  0.2321  -0.1567  -0.050
H  3.3271  -0.7913  0.3660  0.302
H  -1.6906  1.6184  -0.2882  0.585
H  -0.3225  2.0212  -0.9255  0.503
O  -0.2790  -1.9526  -0.3426  -0.666
H  -2.5388  -1.7839  0.2037  0.423
C  -0.7025  1.5666  -0.1322  -1.463
C  1.4614  0.3995  -0.1555  -0.194
C  -2.3102  -0.8169  0.1629  -1.979
H  -0.6065  2.3133  0.7076  0.307
H  1.8639  -1.2762  0.9228  0.591
H  -2.6815  -0.3594  -0.4709  0.755
H  1.7124  1.1613  0.7730  0.241
H  2.2341  -1.4766  -0.5741  0.575
H  1.6640  0.9111  -1.0368  0.400
H  -2.4593  -0.0343  0.9493  0.389
C  -0.7523  -0.8502  -0.1406  1.111

***

Record 2
Density functional theory data (the ωB97M-V functional and the def2-TZVPD basis) for an isolated molecule of C5H11NO.

The HOMO-LUMO gap comes out at 0.379 Eh. As for the charge: 0. As for the structure (SMILES): CCN1C[C@H]1CO. As for the energy above the lowest of the compared OMol25 structures with the same formula, charge and spin: 202.3 kJ/mol. The calculation puts the molar mass at 101.1 g mol⁻¹.

Last column: Mulliken charge in e.
Atoms and positions in Å:
H  -2.0842  -0.6706  -1.1680  0.234
H  1.6613  -1.4028  -1.2573  0.235
C  -0.1190  -0.9350  -0.1507  0.267
H  -0.2993  2.4269  0.3105  0.285
C  1.0172  1.2575  1.5454  -1.089
C  0.5740  -1.5692  -1.3445  -0.706
H  1.1271  2.0828  2.2564  0.378
H  1.0128  0.3274  2.1220  0.295
C  -0.2736  1.4259  0.7545  -0.386
H  0.4006  -2.6510  -1.3505  0.310
C  -1.5249  -0.4916  -0.2536  -0.571
O  0.0742  -1.0518  -2.5520  -0.546
N  -0.4344  0.4702  -0.3475  -0.325
H  -2.1146  -0.4786  0.6638  0.297
H  -1.1268  1.3609  1.4459  0.224
H  -0.0168  -0.0970  -2.3902  0.361
H  0.2352  -1.2547  0.8298  0.445
H  1.8911  1.2505  0.8859  0.294

***

Record 3
Density functional theory data (the ωB97M-V functional and the def2-TZVPD basis) for a cluster of 2 separate species, C5H11NO in total.

The HOMO-LUMO gap comes out at 0.316 Eh. As for the charge: 0. As for the structure (SMILES): C=C/C(C)=C/N.O. As for the energy above the lowest of the compared OMol25 structures with the same formula, charge and spin: 242.5 kJ/mol. The calculation puts the molar mass at 101.1 g mol⁻¹.

Last column: Mulliken charge in e.
Atoms and positions in Å:
H  -0.7290  1.3386  -0.9900  0.182
C  -0.2010  0.8857  -0.1580  -0.313
C  -0.4988  -0.3302  0.3179  0.851
H  -0.2893  -1.8196  1.8550  0.375
H  -1.9771  -1.9057  0.3571  0.208
O  2.9808  0.2180  -0.6979  -0.638
H  -2.9599  -1.5367  -1.8489  0.256
C  0.2190  -0.9202  1.5179  -1.261
H  -2.3628  0.1677  -1.8097  0.188
C  -1.5868  -1.1158  -0.2806  -0.267
H  2.0654  0.0441  -0.4254  0.288
C  -2.3843  -0.7955  -1.3070  -0.870
H  1.2451  -1.0796  1.1973  0.284
H  3.1172  -0.6194  -1.1626  0.317
H  0.1416  -0.2718  2.3955  0.320
H  1.2671  1.6333  1.0269  0.345
N  0.3667  1.9099  0.6467  -0.514
H  0.5981  2.7219  0.1176  0.250

***

Record 4
Density functional theory data (the ωB97M-V functional and the def2-TZVPD basis) for an isolated molecule of C5H11NO.

The HOMO-LUMO gap comes out at 0.384 Eh. As for the charge: 0. As for the structure (SMILES): CNC(=O)C(C)C. As for the energy above the lowest of the compared OMol25 structures with the same formula, charge and spin: 190.9 kJ/mol. The calculation puts the molar mass at 101.1 g mol⁻¹.

Last column: Mulliken charge in e.
Atoms and positions in Å:
O  0.6153  -0.4039  1.6937  -0.604
C  -1.6193  -1.5003  0.0315  -1.480
H  -1.0879  1.9575  -0.1352  0.331
H  3.0747  1.5528  -0.5818  0.297
H  3.0963  0.5228  0.8554  0.308
H  -2.6838  -1.4726  -0.2184  0.400
H  -2.6566  1.1240  -0.0805  0.409
H  -1.5425  1.0271  1.3066  0.324
H  -0.9839  -0.1110  -1.4420  0.392
H  3.5496  -0.1501  -0.7169  0.287
C  0.5434  -0.1812  0.5088  0.206
C  2.8576  0.5406  -0.2205  -0.874
C  -0.9292  -0.1996  -0.3135  0.508
H  -1.1654  -2.3508  -0.4940  0.319
C  -1.6064  1.0552  0.2174  -1.443
H  -1.5020  -1.6553  1.1052  0.311
N  1.4316  0.1813  -0.4244  -0.184
H  0.6085  0.0636  -1.0914  0.491

***

Record 5
Density functional theory data (the ωB97M-V functional and the def2-TZVPD basis) for a cluster of 2 separate species, C5H11NO in total.

The HOMO-LUMO gap comes out at 0.294 Eh. As for the charge: 0. As for the energy above the lowest of the compared OMol25 structures with the same formula, charge and spin: 478.3 kJ/mol. The calculation puts the molar mass at 101.1 g mol⁻¹.

Last column: Mulliken charge in e.
Atoms and positions in Å:
H  1.6349  0.3471  2.3284  0.240
C  -2.2969  -0.2686  -0.2631  -0.606
H  2.4535  1.6718  1.4718  0.315
H  0.7543  0.8019  -1.7123  0.146
H  2.4697  0.2061  -0.3662  0.279
H  -0.7076  1.4997  -2.4079  0.306
C  -0.4102  -1.5561  0.9146  -0.535
H  0.6695  -1.6432  0.8907  0.367
H  -3.0077  0.1508  0.4502  0.222
C  1.7792  0.8134  1.3509  -0.559
C  -0.3138  0.6253  -1.8807  -0.938
H  -1.0391  -2.1663  1.5512  0.230
H  -2.7094  -1.0515  -0.9147  0.269
H  -0.4088  -0.2453  -2.5521  0.318
C  -1.0355  0.4405  -0.5878  0.094
N  -0.9774  -0.6106  0.2358  0.136
O  2.3407  -0.1808  0.5073  -0.494
H  0.8045  1.1657  0.9837  0.208

***

Record 6
Density functional theory data (the ωB97M-V functional and the def2-TZVPD basis) for a structure of composition C5H11NO.

The HOMO-LUMO gap comes out at 0.316 Eh. As for the charge: 0. As for the energy above the lowest of the compared OMol25 structures with the same formula, charge and spin: 403.1 kJ/mol. The calculation puts the molar mass at 101.1 g mol⁻¹.

Last column: Mulliken charge in e.
Atoms and positions in Å:
H  -1.6101  0.2284  -1.6268  0.279
C  -1.7283  0.1391  0.9429  -0.755
C  -1.0440  -0.7145  -1.6311  -0.427
C  1.8966  0.8486  0.4566  -1.068
O  0.0081  -0.7037  -2.5915  -0.519
C  -0.5172  -0.9847  -0.2538  -0.494
C  0.7819  0.4245  1.4031  -0.410
H  -2.1719  1.1375  0.9667  0.327
H  0.5940  0.0250  -2.3481  0.297
N  -0.4018  -0.0182  0.6831  0.313
H  0.4642  1.2490  2.0507  0.329
H  2.8107  1.0779  1.0133  0.365
H  2.1265  0.0429  -0.2499  0.280
H  0.0738  -1.9037  -0.1384  0.331
H  -1.7191  -1.5079  -1.9662  0.316
H  1.6073  1.7384  -0.1133  0.300
H  1.1281  -0.3898  2.0568  0.277
H  -2.2986  -0.6887  1.3459  0.259

***

Record 7
Density functional theory data (the ωB97M-V functional and the def2-TZVPD basis) for an isolated molecule of C5H11NO.

The HOMO-LUMO gap comes out at 0.386 Eh. As for the charge: 0. As for the structure (SMILES): CCN1C[C@H]1CO. As for the energy above the lowest of the compared OMol25 structures with the same formula, charge and spin: 241.7 kJ/mol. The calculation puts the molar mass at 101.1 g mol⁻¹.

Last column: Mulliken charge in e.
Atoms and positions in Å:
C  0.6380  0.7357  -0.2454  0.351
H  2.6727  0.2359  0.0837  0.280
N  -0.0435  -0.1081  0.7099  -0.281
H  1.4831  0.9591  1.7867  0.242
H  0.0221  1.3423  -0.9146  0.473
H  -1.8851  -0.4987  1.5659  0.340
H  -3.0464  -1.0774  -0.5512  0.395
H  -1.5226  -1.9935  -0.4499  0.295
C  -1.4973  -0.1139  0.6162  -0.400
H  -1.6351  -0.5755  -1.5008  0.298
C  1.9366  0.1671  -0.7900  -0.959
H  2.1683  0.6816  -1.7408  0.317
H  -0.0507  1.9418  1.4847  0.274
H  -1.8977  0.9096  0.4905  0.280
C  -1.9548  -0.9926  -0.5392  -1.150
O  1.9344  -1.2133  -1.0513  -0.509
H  2.0965  -1.5058  -0.1458  0.354
C  0.5814  1.1057  1.1911  -0.601

***

Record 8
Density functional theory data (the ωB97M-V functional and the def2-TZVPD basis) for a cluster of 2 separate species, C5H11NO in total.

The HOMO-LUMO gap (spin up / spin down) comes out at 0.215 / 0.300 Eh. As for the charge: 0. Its expectation value of S² is 2.01. As for the energy above the lowest of the compared OMol25 structures with the same formula, charge and spin: 221.9 kJ/mol. The calculation puts the molar mass at 101.1 g mol⁻¹. The spin multiplicity is 3.

Last column: Mulliken spin population.
Atoms and positions in Å:
H  -3.5921  0.5280  -1.3613  0.000
H  -0.4107  -1.2907  -2.1260  0.000
H  0.5148  -0.0867  2.7689  0.079
H  -2.6197  0.9003  -2.9302  0.000
C  3.1344  -1.4384  1.8014  1.084
H  1.7001  0.9222  2.1225  0.016
H  0.3019  0.2988  1.0423  0.018
C  -2.8587  1.2573  -1.9225  0.000
H  -3.2368  2.2510  -1.7811  0.000
N  -0.6954  0.3099  -1.4308  -0.002
O  -1.1390  -0.6971  -2.3015  0.002
H  1.2301  -1.7948  0.9769  0.033
C  -1.4928  1.2415  -1.2953  0.003
C  1.0618  0.0742  1.8621  -0.028
H  -1.3079  1.9793  -0.5023  -0.001
H  3.9767  -0.8207  2.1172  0.024
C  1.9083  -1.1492  1.4884  0.755
H  3.5249  -2.4849  1.4712  0.014

***

Number 1: E -326.93974 a.u.. Number 2: E -327.05429 a.u.. Number 3: E -327.03898 a.u.. Number 4: E -327.05864 a.u.. Number 5: E -326.94915 a.u.. Number 6: E -326.97781 a.u.. Number 7: E -327.03928 a.u.. Number 8: E -326.80617 a.u..